Here is C2H4NO2P in the gas phase at a distorted geometry from the Open Molecules 2025 dataset. Energies are from ωB97M-V/def2-TZVPD.

Structure (ORCA input):
```
! RIJCOSX wB97M-V def2-TZVPD def2/J DEFGRID3
* xyz 0 1
O -2.07 -0.56 0.05
C -0.90 -0.38 -0.14
C -0.40 1.08 -0.36
O 1.34 0.95 -0.38
P 1.73 -0.50 0.17
N 0.15 -1.28 -0.17
H -0.43 1.46 -1.31
H -0.62 1.87 0.45
H 1.30 -0.33 1.66
H -0.10 -2.31 0.02
*
```

Output
**Energy relative to the best compared isomer or geometry (same formula, charge and spin)**: 1.650 eV
**Structure (SMILES)**: O=C1COPN1

Computed Löwdin charges, given in elementary charges: O 0.08; C -0.59; C 0.07; O -0.51; P 0.79; N -0.16; H 0.07; H 0.15; H -0.04; H 0.14